# 1
DFT (ωB97M-V with the def2-TZVPD basis set) results for a molecular structure, C10H9Cl2NOOs in a non-equilibrium geometry.

total charge = +2
DFT total energy = -1526.66267 Eh
2S+1 = 5
energy above the lowest of the compared OMol25 structures with the same formula, charge and spin = 1.157 eV

Last column: Mulliken spin population.
Geometry (Å):
Os (-0.53, 0.20, -2.22)  2.37
C (0.07, 0.29, -4.08)  0.23
H (1.13, 0.55, -4.21)  0.01
H (-0.22, -0.63, -4.61)  0.03
H (-0.59, 1.12, -4.42)  0.05
H (-1.96, 0.27, -1.31)  0.11
H (-2.25, 0.27, -2.03)  0.08
Cl (-0.21, -4.09, 0.25)  0.05
C (0.04, -2.54, 0.91)  0.11
C (0.30, -2.34, 2.26)  -0.06
C (0.49, -1.06, 2.79)  0.20
Cl (0.77, -0.87, 4.47)  0.10
C (0.43, 0.11, 1.96)  0.03
C (0.56, 1.45, 2.37)  0.05
C (0.43, 2.45, 1.41)  0.04
C (0.15, 2.14, 0.08)  -0.02
N (-0.03, 0.86, -0.32)  0.13
C (0.18, -0.13, 0.57)  0.07
C (-0.04, -1.42, 0.03)  0.21
O (-0.41, -1.50, -1.21)  0.20
H (0.35, -3.20, 2.92)  0.00
H (0.76, 1.68, 3.41)  0.00
H (0.54, 3.49, 1.68)  0.00
H (0.04, 2.89, -0.71)  0.00

---

# 2
DFT (ωB97M-V with the def2-TZVPD basis set) results for 2 unconnected molecules or ions with the total composition C10H9ClO in a non-equilibrium geometry.

total charge = 0
DFT total energy = -921.71354 Eh
energy above the lowest of the compared OMol25 structures with the same formula, charge and spin = 3.292 eV

Last column: natural (NBO) charge in e.
Geometry (Å):
C (2.87, -0.88, 0.55)  -0.22
C (2.68, 0.01, -0.50)  -0.20
C (1.82, -1.22, 1.44)  -0.20
C (1.40, 0.61, -0.60)  -0.18
C (0.60, -0.49, 1.40)  -0.16
C (0.47, 0.47, 0.40)  -0.17
C (-1.20, 2.34, 0.44)  -0.44
C (-0.80, 1.15, 0.18)  0.12
C (-2.39, -0.91, -1.64)  -0.15
C (-2.26, -0.24, -0.35)  0.18
O (-1.84, -1.53, -0.48)  -0.48
Cl (-3.77, -0.08, 0.48)  -0.03
H (3.70, -1.60, 0.23)  0.22
H (3.51, 0.20, -1.16)  0.22
H (1.91, -1.93, 2.21)  0.21
H (1.24, 1.16, -1.53)  0.22
H (-0.11, -0.90, 2.10)  0.23
H (-2.18, 2.80, 0.30)  0.23
H (-0.39, 2.92, 0.91)  0.22
H (-3.50, -1.13, -1.84)  0.19
H (-1.77, -0.76, -2.54)  0.20

---

# 3
DFT (ωB97M-V with the def2-TZVPD basis set) results for a molecular structure, C10H9F6N5O4S3Ti in a non-equilibrium geometry.

total charge = 0
DFT total energy = -3604.47275 Eh
2S+1 = 3
energy above the lowest of the compared OMol25 structures with the same formula, charge and spin = 0.744 eV

Last column: Mulliken spin population.
Geometry (Å):
Ti (-0.04, 0.24, 0.69)  1.19
C (4.02, -0.24, -0.49)  -0.02
C (2.53, -0.15, -0.38)  0.20
N (1.89, 0.16, 0.76)  0.10
N (2.68, 0.35, 1.91)  0.00
C (1.96, 0.45, 2.98)  0.04
N (2.63, 0.70, 4.14)  0.01
S (0.21, 0.32, 3.10)  -0.03
C (1.67, -0.36, -1.48)  0.18
C (2.09, -0.86, -2.73)  0.00
C (1.17, -1.11, -3.71)  0.08
C (-0.20, -0.84, -3.46)  0.05
C (-0.56, -0.33, -2.26)  0.03
N (0.33, -0.11, -1.25)  0.07
H (4.47, 0.10, 0.43)  0.00
H (4.38, 0.36, -1.33)  0.01
H (4.33, -1.28, -0.67)  0.02
H (3.63, 0.58, 4.13)  0.00
H (2.14, 0.56, 5.01)  0.00
H (3.14, -1.06, -2.90)  0.01
H (1.48, -1.51, -4.66)  0.01
H (-0.96, -1.01, -4.22)  0.00
H (-1.59, -0.08, -2.04)  0.01
F (-4.63, -1.72, 0.42)  0.00
C (-3.39, -2.09, 0.18)  0.01
F (-3.12, -1.94, -1.10)  0.00
F (-3.21, -3.35, 0.53)  0.00
S (-2.27, -1.09, 1.23)  -0.01
O (-0.94, -1.63, 0.91)  0.00
O (-2.77, -1.17, 2.56)  0.00
N (-2.38, 0.33, 0.49)  0.03
S (-2.12, 1.78, 1.11)  0.00
O (-2.60, 2.04, 2.42)  0.00
O (-0.74, 2.17, 0.73)  0.01
C (-3.13, 2.77, -0.06)  0.00
F (-2.78, 2.52, -1.31)  0.00
F (-4.40, 2.46, 0.11)  0.00
F (-2.92, 4.04, 0.22)  0.00

---

# 4
DFT (ωB97M-V with the def2-TZVPD basis set) results for a molecular structure, C10H9FINO in a non-equilibrium geometry.

total charge = 0
DFT total energy = -913.81117 Eh
2S+1 = 3
energy above the lowest of the compared OMol25 structures with the same formula, charge and spin = 2.309 eV

Last column: Mulliken spin population.
Geometry (Å):
C (0.98, -0.79, 2.34)  0.00
C (1.36, -1.18, 1.01)  0.00
C (-2.26, -0.44, -0.11)  -0.08
C (0.70, 0.50, 2.65)  0.00
C (-2.97, -0.42, 1.18)  0.52
C (-3.76, 0.50, 1.76)  0.64
C (-2.24, 0.67, -0.87)  0.30
C (0.63, 0.99, 0.39)  0.00
C (1.13, -0.25, -0.05)  0.00
C (1.50, -0.59, -1.47)  0.00
N (0.46, 1.38, 1.58)  0.00
O (-4.45, 1.14, 2.43)  0.42
F (-2.89, -1.64, 1.88)  0.11
I (-3.08, 2.45, -0.28)  0.08
H (1.08, -1.42, 3.19)  0.00
H (1.72, -2.21, 0.73)  0.00
H (-1.56, -1.19, -0.26)  -0.01
H (0.55, 0.85, 3.60)  0.00
H (-1.78, 0.55, -1.76)  0.01
H (0.37, 1.77, -0.28)  0.00
H (2.34, -1.26, -1.61)  0.00
H (1.63, 0.31, -2.06)  0.00
H (0.55, -1.03, -1.84)  0.00

---

# 5
DFT (ωB97M-V with the def2-TZVPD basis set) results for a single C10H9N3 molecule in a non-equilibrium geometry.

total charge = 0
DFT total energy = -550.66830 Eh
SMILES = Nc1nccc(-c2ccccc2)n1
energy above the lowest of the compared OMol25 structures with the same formula, charge and spin = 1.069 eV

Last column: natural (NBO) charge in e.
Geometry (Å):
C (-2.89, -0.56, -0.16)  0.56
C (-2.52, 1.69, 0.20)  0.09
C (-1.08, 1.47, 0.12)  -0.34
C (-0.69, 0.12, 0.00)  0.23
C (0.78, -0.12, -0.03)  -0.07
C (1.53, 1.07, -0.21)  -0.19
C (2.92, 0.94, -0.37)  -0.20
C (3.56, -0.25, -0.25)  -0.21
C (2.87, -1.36, 0.21)  -0.22
C (1.50, -1.26, 0.39)  -0.18
H (-3.01, -2.45, 0.18)  0.38
H (-4.56, -1.72, 0.02)  0.37
H (-3.04, 2.70, 0.21)  0.21
H (-0.34, 2.28, 0.56)  0.24
H (1.14, 2.02, -0.41)  0.21
H (3.51, 1.76, -0.71)  0.21
H (4.67, -0.17, -0.42)  0.22
H (3.47, -2.24, 0.33)  0.22
H (0.90, -2.07, 0.98)  0.23
N (-3.71, -1.72, -0.48)  -0.77
N (-3.43, 0.71, 0.07)  -0.49
N (-1.58, -0.83, -0.23)  -0.51

---

# 6
DFT (ωB97M-V with the def2-TZVPD basis set) results for a single C10H9N3O molecule in a non-equilibrium geometry.

total charge = 0
DFT total energy = -625.86968 Eh
SMILES = Nc1ccc(Oc2ncccn2)cc1
energy above the lowest of the compared OMol25 structures with the same formula, charge and spin = 2.785 eV

Last column: natural (NBO) charge in e.
Geometry (Å):
C (-0.62, -1.77, -2.62)  0.15
C (0.64, -1.29, -2.30)  -0.25
C (0.89, -0.36, -1.38)  -0.21
C (-0.24, 0.29, -0.74)  0.24
C (0.42, 1.58, 1.19)  0.68
C (0.47, 0.61, 3.33)  0.10
C (0.89, 1.92, 3.91)  -0.35
C (1.06, 2.96, 2.98)  0.07
C (-1.49, -0.17, -1.04)  -0.23
C (-1.74, -1.16, -2.06)  -0.24
H (0.21, -3.42, -3.18)  0.37
H (-1.47, -3.85, -3.26)  0.41
H (1.41, -1.82, -2.85)  0.21
H (1.89, -0.01, -1.09)  0.23
H (0.32, -0.35, 3.98)  0.21
H (0.95, 1.88, 5.01)  0.23
H (1.16, 4.03, 3.27)  0.21
H (-2.34, 0.42, -0.62)  0.23
H (-2.84, -1.25, -2.75)  0.23
N (-0.72, -2.98, -3.32)  -0.83
N (0.40, 0.43, 1.96)  -0.51
N (0.84, 2.79, 1.65)  -0.48
O (-0.08, 1.53, -0.07)  -0.47

---

# 7
DFT (ωB97M-V with the def2-TZVPD basis set) results for a single C10H9N3O2 molecule in a non-equilibrium geometry.

total charge = 0
DFT total energy = -701.14821 Eh
SMILES = Nc1ccc(C(=O)c2ccco2)c(N)n1
energy above the lowest of the compared OMol25 structures with the same formula, charge and spin = 1.610 eV

Last column: natural (NBO) charge in e.
Geometry (Å):
O (0.30, 1.91, 1.66)  -0.54
N (-1.95, -1.59, 1.23)  -0.55
O (1.65, 2.46, -1.23)  -0.40
C (0.45, 1.21, 0.61)  0.50
C (2.89, 2.38, -1.80)  0.08
C (3.66, 1.53, -1.09)  -0.31
C (2.77, 0.91, -0.12)  -0.26
C (1.54, 1.49, -0.23)  0.17
C (-2.41, -1.87, 0.02)  0.42
C (-1.13, -0.51, 1.33)  0.49
C (-1.91, -1.23, -1.10)  -0.37
C (-0.90, -0.22, -0.97)  -0.05
C (-0.46, 0.16, 0.31)  -0.34
N (-3.22, -2.89, -0.09)  -0.76
N (-1.09, -0.23, 2.68)  -0.79
H (3.33, 3.10, -2.52)  0.22
H (4.75, 1.34, -1.20)  0.23
H (3.06, 0.21, 0.59)  0.22
H (-2.07, -1.61, -2.01)  0.20
H (-0.35, 0.21, -1.84)  0.23
H (-2.97, -3.40, 0.77)  0.40
H (-3.03, -3.40, -0.95)  0.38
H (-1.92, -0.72, 3.15)  0.40
H (-1.01, 0.76, 2.80)  0.41

---

# 8
DFT (ωB97M-V with the def2-TZVPD basis set) results for a single C10H9NO molecule in a non-equilibrium geometry.

total charge = 0
DFT total energy = -516.36072 Eh
SMILES = C[C@@]1(C#N)O[C@@H]1c1ccccc1
energy above the lowest of the compared OMol25 structures with the same formula, charge and spin = 2.808 eV

Last column: natural (NBO) charge in e.
Geometry (Å):
C (2.02, 1.30, 0.75)  0.24
C (-3.32, 0.54, -0.02)  -0.21
C (-2.89, -0.66, 0.57)  -0.20
C (-2.43, 1.31, -0.68)  -0.20
C (-1.50, -0.92, 0.48)  -0.18
C (-1.13, 0.94, -0.86)  -0.19
C (-0.62, -0.18, -0.26)  -0.11
C (0.78, -0.67, -0.44)  0.15
C (2.21, 0.04, 0.04)  0.12
C (3.41, -0.83, 0.38)  -0.63
N (2.10, 2.30, 1.31)  -0.29
O (1.62, -0.03, -1.28)  -0.46
H (-4.32, 1.00, -0.07)  0.22
H (-3.62, -1.29, 0.95)  0.22
H (-2.69, 2.25, -1.15)  0.21
H (-1.09, -1.72, 1.01)  0.21
H (-0.53, 1.61, -1.52)  0.23
H (0.82, -1.85, -0.48)  0.18
H (4.21, -0.63, -0.44)  0.23
H (3.22, -1.95, 0.35)  0.23
H (3.76, -0.56, 1.37)  0.24

---

# 9
DFT (ωB97M-V with the def2-TZVPD basis set) results for a single C10H9NO2 molecule in a non-equilibrium geometry.

total charge = 0
DFT total energy = -591.57484 Eh
SMILES = O=C1CCC(=O)N1c1ccccc1
energy above the lowest of the compared OMol25 structures with the same formula, charge and spin = 3.638 eV

Last column: natural (NBO) charge in e.
Geometry (Å):
C (-1.35, 1.07, 0.28)  0.68
C (-2.83, 0.94, 0.19)  -0.54
C (-3.01, -0.67, 0.16)  -0.49
C (-1.58, -1.08, -0.21)  0.65
C (0.77, 0.01, -0.12)  0.10
C (1.38, -1.05, 0.38)  -0.20
C (2.68, -1.18, 0.61)  -0.23
C (3.46, -0.14, 0.19)  -0.21
C (2.96, 0.93, -0.52)  -0.20
C (1.45, 1.16, -0.57)  -0.19
H (-3.25, 1.83, -0.62)  0.27
H (-3.35, 1.54, 1.01)  0.26
H (-3.95, -0.96, -0.63)  0.26
H (-3.35, -1.00, 1.21)  0.25
H (0.53, -1.86, 0.70)  0.23
H (3.24, -1.74, 1.38)  0.23
H (4.62, -0.34, 0.17)  0.21
H (3.69, 1.60, -0.89)  0.22
H (1.09, 2.22, -0.74)  0.27
N (-0.68, -0.13, -0.26)  -0.46
O (-0.87, 2.16, 0.35)  -0.54
O (-1.39, -2.20, -0.62)  -0.58

---

# 10
DFT (ωB97M-V with the def2-TZVPD basis set) results for a molecular structure, C10H9NO2 in a non-equilibrium geometry.

total charge = 0
DFT total energy = -591.39518 Eh
energy above the lowest of the compared OMol25 structures with the same formula, charge and spin = 8.527 eV

Last column: natural (NBO) charge in e.
Geometry (Å):
C (3.48, -1.34, -0.04)  -0.28
C (0.94, -1.72, 0.02)  -0.34
C (4.47, -0.47, 0.12)  0.01
C (2.08, -0.96, 0.02)  0.04
C (2.92, 1.17, 0.23)  0.50
C (1.78, 0.53, 0.36)  -0.29
C (-0.28, -0.97, 0.18)  0.22
C (-0.16, 0.33, 0.54)  0.30
C (-2.64, -1.07, 0.30)  -0.27
C (-0.98, 2.38, -0.21)  -0.24
N (4.13, 0.87, 0.19)  -0.46
O (-1.40, -1.65, 0.08)  -0.47
O (-0.87, 1.43, 0.78)  -0.51
H (3.76, -2.37, -0.05)  0.23
H (1.07, -2.83, -0.06)  0.24
H (5.40, -0.84, 0.23)  0.20
H (-2.69, -0.15, 0.78)  0.19
H (-3.22, -1.75, 1.00)  0.18
H (-3.37, -0.91, -0.47)  0.19
H (-1.18, 3.37, 0.24)  0.20
H (-1.74, 2.16, -1.06)  0.17
H (0.01, 2.29, -0.59)  0.19